The following is a DFT calculation (ωB97M-V/def2-TZVPD) of a structure of composition C52H60CsN5O3PSi3 in a non-equilibrium geometry.

```
125
Properties=species:S:1:pos:R:3:forces:R:3:lowdin_charge:R:1
C -3.686 -3.266 3.074 -0.01 0.04 0.05 -0.16
C -1.117 5.695 -2.782 -0.02 -0.01 0.01 -0.09
H 0.342 -2.391 -4.213 -0.01 0.01 0.00 0.02
H 3.817 -1.782 -2.482 0.02 0.05 0.01 -0.01
C 5.055 0.732 -0.656 0.01 0.01 -0.01 -0.01
H -5.993 0.405 -1.202 0.00 0.00 0.00 0.10
Si 3.386 -3.636 -0.843 -0.02 0.06 0.04 0.35
H -6.204 2.426 -5.977 0.00 0.00 0.00 0.10
P -1.989 3.064 -2.244 0.07 0.01 0.01 0.76
Cs 0.262 0.425 0.117 -1.25 -0.96 -0.40 1.10
H -3.259 -4.808 4.520 0.00 0.00 0.00 0.12
C -2.953 -3.846 4.124 0.02 0.05 0.00 -0.03
H 1.970 -2.154 -3.569 -0.04 -0.04 0.00 -0.01
H 1.058 -2.934 3.459 0.04 -0.01 0.01 0.01
C 1.146 6.178 -3.428 0.01 -0.01 -0.01 -0.08
O -1.316 1.759 -2.023 -0.11 -0.02 -0.07 -0.44
C -4.556 4.745 0.481 0.00 0.00 -0.01 -0.08
C -1.492 -1.966 4.033 0.01 0.02 0.05 -0.13
H 2.865 2.227 3.540 0.02 -0.01 -0.02 0.12
C 2.203 1.468 3.093 0.03 0.05 0.09 -0.23
C -5.455 -0.139 -0.437 0.01 0.00 -0.01 -0.06
Si 0.398 -3.085 -1.792 0.09 0.07 -0.04 0.27
C -1.852 -3.195 4.611 -0.02 0.00 -0.01 -0.05
C -0.810 -4.141 1.274 0.07 -0.03 -0.03 -0.17
C -2.061 -1.891 -1.794 -0.04 -0.01 -0.09 -0.18
H 5.810 0.623 0.109 0.00 0.00 0.00 0.11
C -3.581 3.908 -4.436 -0.03 0.05 0.02 -0.07
C -3.999 -1.383 1.515 -0.03 0.01 -0.07 -0.14
N 2.736 1.010 -1.120 0.42 0.19 -0.09 -0.03
H 5.556 -3.210 0.283 0.02 0.00 0.03 0.02
C -3.248 -2.026 2.581 -0.01 -0.02 0.01 -0.16
H -4.827 4.475 -6.084 0.00 0.00 0.00 0.10
H 4.327 -3.546 1.500 -0.03 -0.02 0.04 0.01
C 3.016 0.930 -2.419 0.09 0.09 -0.02 -0.18
C 0.911 -2.085 -3.329 -0.06 -0.01 0.02 -0.14
H -4.203 5.050 2.574 0.00 0.00 0.00 0.10
C -4.295 0.409 0.130 0.07 0.00 -0.02 -0.14
H 2.463 4.487 -3.580 0.01 0.01 0.00 0.11
N -3.580 -0.184 1.059 -0.11 0.06 0.14 0.14
H 3.326 -5.882 -1.941 -0.01 0.00 -0.02 0.02
C 1.456 4.828 -3.377 0.01 0.00 0.00 -0.06
H -1.230 -4.368 -3.273 -0.02 0.02 -0.01 0.01
H 1.912 6.899 -3.684 0.00 0.00 0.00 0.10
H 4.930 -5.591 -1.248 0.02 0.01 -0.01 0.02
H 1.537 2.499 5.487 0.00 0.00 0.00 0.11
C 4.112 -2.826 -2.396 0.02 -0.04 0.00 -0.19
H -2.600 -2.814 -2.042 0.00 -0.02 0.00 0.08
H -1.013 3.209 0.402 -0.01 0.03 0.06 0.09
H 4.395 -1.956 0.744 -0.01 0.00 0.01 0.02
C 3.734 0.911 -0.241 0.07 0.05 0.06 -0.20
H -1.174 -4.878 0.552 0.05 0.00 -0.01 0.02
H 2.558 0.521 3.535 -0.03 0.00 -0.02 0.12
C -4.076 1.778 -3.428 0.02 -0.03 -0.01 -0.07
H -1.248 -3.614 5.404 -0.01 -0.01 0.01 0.11
H 3.579 -6.067 -0.208 0.02 -0.01 -0.01 0.00
C 5.341 0.699 -2.006 0.00 0.00 0.01 -0.07
C -5.540 -3.306 1.518 0.02 -0.04 0.04 -0.03
N 2.305 1.445 1.655 0.46 0.16 0.29 -0.13
H -2.971 4.801 -4.497 0.01 0.00 0.00 0.10
C 4.511 -3.027 0.558 -0.02 -0.04 -0.13 -0.18
C -4.624 3.723 -5.333 0.00 0.00 0.00 -0.08
Si 1.056 -3.830 1.117 0.00 -0.01 -0.10 0.37
H -6.413 -3.782 1.089 0.00 -0.01 0.00 0.11
C -2.519 4.134 1.615 -0.04 -0.02 0.00 -0.06
N -0.249 1.365 2.893 0.09 0.11 0.23 0.03
H 0.283 -5.235 -2.993 -0.01 -0.01 -0.01 0.02
C -3.797 4.680 1.641 0.01 0.00 0.02 -0.07
H -2.717 2.074 5.061 0.00 0.01 0.01 0.10
C 3.856 -5.468 -1.078 -0.01 0.03 0.01 -0.19
H -5.553 5.164 0.506 0.00 0.00 0.00 0.10
C -5.143 -2.025 1.006 0.05 0.01 0.01 -0.15
H 3.822 -3.342 -3.316 -0.02 0.00 0.03 0.02
H -0.950 -5.219 -1.739 0.00 0.02 0.01 0.01
H 5.204 -2.862 -2.326 0.02 -0.01 -0.02 0.03
C -0.815 4.335 -2.753 0.01 -0.01 0.00 -0.26
H 0.682 -1.029 -3.146 0.02 0.02 0.00 0.01
H 2.167 0.960 -3.097 -0.01 0.01 0.00 0.09
H -1.931 4.070 2.520 0.01 0.00 0.00 0.10
C 4.299 0.802 -2.919 -0.01 -0.03 0.00 -0.09
C -5.395 2.572 -5.273 0.00 -0.01 0.01 -0.09
H -4.633 4.309 -1.618 0.00 0.00 0.00 0.10
H -6.755 -1.841 -0.412 0.00 -0.01 0.00 0.11
H 6.361 0.570 -2.348 0.00 0.00 -0.01 0.10
H 2.861 -5.430 1.904 0.05 0.01 0.01 0.01
H -0.740 2.758 6.454 0.00 0.00 0.00 0.10
C -3.311 2.944 -3.472 0.05 0.01 0.00 -0.26
C -1.470 1.500 3.414 0.02 0.08 0.07 -0.20
C -2.760 3.714 -0.745 -0.03 0.06 -0.06 -0.28
C 1.448 -2.581 2.498 -0.01 -0.02 -0.05 -0.17
H -1.007 -4.532 2.277 -0.03 0.01 -0.03 0.02
C -4.037 4.266 -0.714 0.00 0.00 -0.01 -0.08
H 1.560 -6.285 1.081 -0.02 0.00 -0.01 0.02
O 4.439 0.618 1.988 -0.01 0.01 0.07 -0.05
H 0.710 2.850 -2.970 0.00 -0.01 0.00 0.09
H -2.704 -1.290 -1.144 0.03 -0.02 -0.02 0.05
C -5.870 -1.369 0.001 -0.01 0.01 -0.02 -0.02
H -0.374 7.670 -3.148 0.00 0.00 0.00 0.10
C -4.842 -3.898 2.509 -0.03 0.01 -0.05 -0.02
H -2.108 6.040 -2.508 -0.01 0.00 0.00 0.11
C 3.480 0.985 1.271 0.19 0.11 -0.08 -0.58
C 0.811 1.706 3.628 0.08 0.02 0.01 -0.26
C -0.140 6.614 -3.129 0.00 0.01 0.00 -0.08
C 1.627 -3.341 -0.536 -0.06 -0.08 0.09 -0.43
N -2.161 -1.400 3.059 0.00 0.05 0.00 0.15
H -2.285 1.183 2.775 -0.03 0.00 -0.02 0.08
C -5.117 1.596 -4.324 0.00 0.01 0.00 -0.07
O -0.857 -2.146 -1.130 -0.08 -0.06 0.07 -0.41
H -3.829 1.004 -2.712 0.01 0.00 0.01 0.09
H -1.382 -3.226 1.126 0.00 0.01 -0.02 0.01
C -0.479 -4.611 -2.515 0.09 -0.02 0.03 -0.17
H -5.136 -4.867 2.894 -0.02 0.00 -0.01 0.11
C 1.779 -5.468 1.773 0.01 0.04 -0.01 -0.20
H -1.909 -1.325 -2.723 0.01 -0.01 -0.01 0.08
H 2.524 -2.424 2.607 0.01 0.00 -0.04 0.02
H -5.701 0.685 -4.291 0.00 0.00 0.00 0.11
H 4.469 0.744 -3.986 0.00 0.00 0.00 0.10
C -2.005 3.646 0.426 0.05 0.03 -0.06 -0.06
C 0.658 2.222 4.920 -0.01 0.01 0.00 -0.04
C -0.607 2.364 5.453 0.00 0.00 0.00 -0.09
C 0.477 3.904 -3.040 -0.02 0.02 -0.01 -0.05
H -3.930 1.374 -0.209 0.00 0.02 0.02 0.09
H 1.002 -1.603 2.292 -0.02 -0.03 0.04 -0.01
H 1.333 -5.715 2.742 -0.01 0.01 0.03 0.02
H -0.613 -1.433 4.387 -0.04 -0.01 -0.02 0.11
C -1.705 1.993 4.686 0.00 -0.03 -0.02 -0.09
```
Forces are in eV/Å.

Summary:
Charge: -1
Multiplicity: 1
HOMO (eV): -3.399
F_max (eV/A): 1.62
Relative energy (zero: lowest compared OMol25 entry of this formula, charge and spin) (kcal/mol): 11.9
Gap between HOMO and LUMO (eV): 5.114